Below is a structure of composition C2H4LiO2Sr, with properties calculated with wB97M-V/def2-TZVPD.

Cartesian coordinates (Å):
1 Sr 2.2617 -0.5204 0.2719
2 O -0.0397 -0.9458 -0.0607
3 O 1.0760 1.4525 0.0000
4 C -0.8830 0.1266 -0.2214
5 C -0.1457 1.4236 -0.1085
6 Li 0.5370 -2.6031 -0.5389
7 H -1.4066 0.1606 -1.1989
8 H 0.9917 -1.6098 1.5979
9 H -0.7021 2.3606 -0.2821
10 H -1.6894 0.1551 0.5407

Summary:
Energy above the lowest of the compared OMol25 structures with the same formula, charge and spin (kJ/mol): 91.77
Spin multiplicity: 1
HOMO energy (eV): -11.12
DFT total energy (eV): -7267.230
Charge: +1

Quick look at the Mulliken charges, all values in e:
1 Sr 1.141
2 O -0.732
3 O -0.724
4 C -0.439
5 C 0.202
6 Li 0.782
7 H 0.318
8 H -0.242
9 H 0.387
10 H 0.308